No. 1
# C33H43As3Br3N3O4S2V

C33H43As3Br3N3O4S2V as an isolated structure in a non-equilibrium geometry (ωB97M-V/def2-TZVPD, the Open Molecules 2025 dataset).

For the LUMO energy (spin up / spin down), the calculation gives 3.6 / 3.6 eV. Its spin multiplicity is 2. The calculation puts the energy above the lowest of the compared OMol25 structures with the same formula, charge and spin at 21.2 kcal per mole. The electronic energy is -487582.9418 eV. The expectation value of S² is 0.84. Its HOMO energy (spin up / spin down) is -2.0 / -1.6 eV. The HOMO-LUMO gap (spin up / spin down) comes out at 0.2059 / 0.1915 hartree. As for the charge: -2.

```
92
Properties=species:S:1:pos:R:3:mulliken_charge:R:1
V -0.084 1.579 -0.212 0.32
Br 1.352 0.114 -2.444 -0.13
C 0.562 -0.760 -0.982 -0.93
Br 2.050 -4.133 1.388 -0.75
H 1.190 -1.331 -0.318 0.91
H -0.508 -0.704 -0.907 -0.16
O -3.032 -3.854 -0.355 -0.62
S -2.414 0.194 -2.034 0.65
O -2.529 -0.106 -3.483 -0.81
N -1.453 1.497 -1.743 0.58
C -1.493 2.635 -2.514 0.70
C -2.429 2.983 -3.471 -0.70
C -2.291 4.172 -4.211 -0.99
C -1.227 5.018 -4.049 -0.95
C -0.233 4.692 -3.096 0.75
C 0.930 5.462 -2.873 -0.59
C 1.848 5.062 -1.945 -1.09
C 1.612 3.889 -1.208 -0.04
N 0.535 3.163 -1.389 0.86
C -0.389 3.529 -2.321 -0.20
C -4.059 0.840 -1.613 0.15
C -5.111 0.597 -2.480 -0.51
C -6.394 1.001 -2.130 -0.60
C -6.614 1.634 -0.914 -0.37
C -5.552 1.867 -0.049 -0.63
C -4.269 1.465 -0.390 -0.07
H -3.254 2.320 -3.680 0.37
H -3.051 4.408 -4.946 0.37
H -1.124 5.919 -4.640 0.36
H 1.079 6.368 -3.450 0.40
H 2.748 5.630 -1.755 0.43
H 2.299 3.552 -0.443 0.46
H -4.903 0.101 -3.421 0.47
H -7.222 0.817 -2.804 0.36
H -7.615 1.946 -0.640 0.36
H -5.719 2.367 0.897 0.42
H -3.429 1.662 0.267 -0.05
C -3.776 -2.767 -0.852 -0.37
As -1.452 -3.467 0.529 0.55
C -1.244 -5.385 0.831 -1.22
C -2.451 -2.911 2.171 -2.04
C -1.882 -2.929 3.609 3.49
C -3.079 -3.200 4.540 -2.58
C -1.321 -1.560 4.020 -2.43
As -0.124 -0.436 2.883 0.57
C 1.612 -1.080 3.517 -0.67
C -0.242 1.079 4.130 -1.33
C -0.851 -4.050 3.759 -1.02
As -0.342 -4.696 5.551 0.15
C 0.483 -6.335 4.842 -1.14
C 1.362 -3.757 5.814 -1.09
H -3.771 -1.899 -0.180 0.08
H -4.817 -3.086 -0.966 0.32
H -3.409 -2.437 -1.831 0.31
H -2.174 -5.794 1.230 0.30
H -0.383 -5.586 1.461 0.27
H -1.055 -5.811 -0.155 0.40
H -3.326 -3.567 2.111 0.63
H -2.804 -1.897 1.953 0.29
H -3.896 -2.512 4.308 0.54
H -2.806 -3.068 5.590 0.54
H -3.445 -4.223 4.411 0.45
H -0.821 -1.651 4.994 0.45
H -2.173 -0.891 4.191 0.56
H 1.640 -1.097 4.608 0.36
H 2.377 -0.389 3.159 0.24
H 1.822 -2.065 3.099 -0.14
H -0.309 0.717 5.158 0.46
H -1.108 1.690 3.880 0.28
H 0.650 1.691 3.998 0.37
H 0.069 -3.821 3.212 -0.14
H -1.265 -4.950 3.300 0.55
H -0.295 -7.037 4.541 0.34
H 1.097 -6.801 5.614 0.40
H 1.102 -6.089 3.977 0.28
H 1.188 -2.743 6.172 0.27
H 1.926 -3.720 4.882 0.28
H 1.934 -4.297 6.571 0.48
S -1.184 2.654 1.146 -0.71
Br 7.762 1.514 2.667 -0.25
C 6.245 0.877 1.708 0.08
C 6.399 -0.170 0.813 -0.25
N 5.383 -0.662 0.116 -0.60
C 4.179 -0.116 0.291 -0.28
C 3.945 0.949 1.156 0.49
C 5.006 1.452 1.893 -0.89
C 2.583 1.590 1.315 0.15
O 2.428 2.435 2.190 -0.74
O 1.706 1.175 0.476 0.89
H 7.372 -0.623 0.661 0.38
H 3.357 -0.540 -0.270 0.43
H 4.833 2.269 2.580 0.55
```



No. 2
# C33H43FeGeN3O3

C33H43FeGeN3O3 as an isolated structure in a non-equilibrium geometry (ωB97M-V/def2-TZVPD, the Open Molecules 2025 dataset).

For the LUMO energy (spin up / spin down), the calculation gives -3.7 / -3.3 eV. Its spin multiplicity is 2. The calculation puts the energy above the lowest of the compared OMol25 structures with the same formula, charge and spin at 16.9 kcal per mole. The electronic energy is -136431.0856 eV. The expectation value of S² is 1.15. Its HOMO energy (spin up / spin down) is -10.3 / -10.3 eV. The HOMO-LUMO gap (spin up / spin down) comes out at 0.2422 / 0.2579 hartree. As for the charge: +1.

```
84
Properties=species:S:1:pos:R:3:mulliken_charge:R:1
Fe -0.213 -0.331 -0.350 0.22
C -1.394 2.039 -2.988 -1.76
C -0.029 2.276 -2.348 1.47
C 0.109 3.758 -2.017 -2.08
C 1.037 1.899 -3.370 -1.73
O 0.106 1.490 -1.121 0.69
Ge 1.016 2.194 0.493 -0.28
O 1.568 0.366 0.773 -0.13
C 2.816 0.119 1.487 1.49
C 3.686 -0.949 0.824 -1.55
C 3.701 1.368 1.596 -1.73
C 2.447 -0.316 2.902 -1.63
O -0.598 1.918 1.372 0.29
C -0.899 2.291 2.714 1.68
C 0.180 3.184 3.324 -1.99
C -1.076 1.020 3.548 -1.31
C -2.215 3.064 2.673 -1.66
H -1.396 2.456 -3.995 0.55
H -1.614 0.972 -3.071 0.21
H -2.195 2.540 -2.447 0.57
H -0.096 4.343 -2.914 0.46
H -0.605 4.060 -1.247 0.32
H 1.111 4.013 -1.674 0.48
H 0.909 2.523 -4.256 0.60
H 2.039 2.082 -2.984 0.36
H 0.956 0.858 -3.681 0.31
H 4.268 -0.545 -0.001 0.42
H 4.398 -1.321 1.560 0.50
H 3.142 -1.805 0.424 0.10
H 4.031 1.727 0.619 0.32
H 3.210 2.194 2.107 0.44
H 4.591 1.111 2.172 0.46
H 1.796 -1.194 2.897 0.22
H 3.340 -0.563 3.478 0.53
H 1.924 0.485 3.421 0.19
H 1.134 2.662 3.427 0.34
H 0.345 4.074 2.715 0.38
H -0.123 3.509 4.321 0.54
H -0.284 0.306 3.323 0.04
H -1.048 1.240 4.617 0.52
H -2.040 0.549 3.338 0.34
H -2.095 3.998 2.122 0.34
H -2.986 2.468 2.181 0.25
H -2.564 3.300 3.680 0.40
C 0.345 -3.745 2.184 -0.77
C -0.839 -3.772 2.909 -1.05
C -1.827 -2.849 2.603 -0.73
C -1.590 -1.924 1.598 0.76
N -0.420 -1.864 0.949 1.31
C 0.513 -2.773 1.217 -0.50
C -2.571 -0.933 1.123 -0.38
C -3.893 -0.896 1.535 -0.47
C -4.723 0.092 1.029 -1.12
C -4.194 1.029 0.165 -1.07
C -2.863 0.932 -0.195 -0.55
N -2.076 -0.054 0.224 2.28
H 1.142 -4.451 2.364 0.54
H -0.997 -4.504 3.689 0.48
H -2.768 -2.845 3.133 0.49
H 1.424 -2.710 0.637 0.01
H -4.271 -1.630 2.230 0.49
H -5.762 0.137 1.325 0.47
H -4.792 1.844 -0.218 0.56
H -2.380 1.665 -0.811 0.14
C 3.690 -0.498 -2.649 -1.22
C 3.531 -1.540 -3.543 -1.18
C 2.310 -2.189 -3.585 -0.98
C 1.297 -1.774 -2.729 0.56
N 1.467 -0.808 -1.810 1.48
C 2.642 -0.182 -1.804 -1.85
C -0.060 -2.327 -2.765 1.20
C -0.518 -3.157 -3.792 -0.95
C -1.794 -3.686 -3.759 -0.96
C -2.621 -3.400 -2.684 -0.98
C -2.190 -2.559 -1.662 -0.21
C -0.928 -2.007 -1.734 0.52
H 4.613 0.060 -2.588 0.59
H 4.336 -1.839 -4.201 0.43
H 2.142 -3.001 -4.275 0.47
H 2.741 0.619 -1.089 1.42
H 0.134 -3.381 -4.625 0.40
H -2.140 -4.321 -4.563 0.42
H -3.617 -3.821 -2.632 0.47
H -2.882 -2.368 -0.849 0.34
```



No. 3
# C33H43N2O2Ru

C33H43N2O2Ru as an isolated structure in a non-equilibrium geometry (ωB97M-V/def2-TZVPD, the Open Molecules 2025 dataset).

For the LUMO energy (spin up / spin down), the calculation gives 0.1 / 0.0 eV. Its spin multiplicity is 2. The calculation puts the energy above the lowest of the compared OMol25 structures with the same formula, charge and spin at 0.4 kcal per mole. The electronic energy is -44575.5713 eV. The expectation value of S² is 0.77. Its HOMO energy (spin up / spin down) is -6.6 / -7.1 eV. The HOMO-LUMO gap (spin up / spin down) comes out at 0.2482 / 0.2582 hartree.

```
81
Properties=species:S:1:pos:R:3:mulliken_charge:R:1
Ru 0.269 -0.488 -1.105 0.59
O 0.990 -2.342 -1.394 -0.56
C 0.388 -3.492 -1.308 0.28
C 1.147 -4.632 -0.947 -0.56
C 0.575 -5.879 -0.883 -0.53
C -0.783 -6.085 -1.186 -0.79
C -1.528 -4.998 -1.560 -0.72
C -0.969 -3.707 -1.614 0.66
C -1.793 -2.631 -2.069 -0.19
N -1.497 -1.391 -2.026 -0.05
C -2.439 -0.459 -2.652 -1.20
C -2.207 0.900 -2.057 0.17
N -0.775 1.117 -2.085 0.21
C -0.295 2.270 -2.363 -0.02
C 1.101 2.569 -2.439 0.40
C 1.496 3.915 -2.579 -0.36
C 2.815 4.261 -2.687 -0.85
C 3.773 3.225 -2.704 -0.54
C 3.412 1.905 -2.604 -0.29
C 2.056 1.521 -2.437 0.12
O 1.755 0.261 -2.356 -1.02
H 2.197 -4.484 -0.730 0.55
H 1.189 -6.726 -0.596 0.41
H -1.220 -7.073 -1.139 0.41
H -2.574 -5.120 -1.828 0.36
H -2.767 -2.914 -2.480 0.28
H -3.478 -0.768 -2.505 0.58
H -2.242 -0.434 -3.726 0.33
H -2.524 0.904 -1.017 -0.70
H -2.768 1.669 -2.597 0.46
H -0.987 3.077 -2.619 0.44
H 0.726 4.683 -2.594 0.38
H 3.116 5.296 -2.768 0.42
H 4.823 3.476 -2.808 0.40
H 4.151 1.114 -2.643 0.53
C 0.126 -0.935 1.122 -1.56
C -0.950 -0.018 1.292 1.48
C -0.416 1.293 1.066 1.38
C 0.951 1.115 0.717 -0.62
C 1.335 -0.239 0.836 0.30
C 2.761 -0.724 1.109 1.51
C 2.907 -2.235 0.965 -1.76
C 3.074 -0.343 2.566 -1.83
C 3.763 -0.038 0.184 -1.77
C -0.973 2.700 1.364 2.44
C -1.338 2.789 2.858 -1.75
C 0.119 3.752 1.121 -2.11
C -2.185 3.137 0.529 -1.71
C -2.260 -0.566 1.888 1.74
C -2.484 -2.017 1.425 -1.90
C -3.547 0.197 1.569 -1.89
C -2.083 -0.603 3.419 -1.62
H 0.075 -1.982 1.379 0.21
H 1.657 1.905 0.512 0.46
H 2.264 -2.772 1.671 0.34
H 3.942 -2.515 1.183 0.52
H 2.658 -2.557 -0.039 0.08
H 2.357 -0.806 3.251 0.33
H 3.028 0.740 2.709 0.32
H 4.077 -0.683 2.841 0.43
H 3.555 -0.285 -0.857 0.18
H 4.777 -0.371 0.429 0.53
H 3.738 1.051 0.287 0.32
H -0.562 2.332 3.477 0.28
H -2.285 2.305 3.091 0.23
H -1.430 3.841 3.147 0.53
H 0.973 3.609 1.788 0.34
H -0.297 4.743 1.320 0.50
H 0.479 3.739 0.091 0.33
H -2.991 2.409 0.525 0.14
H -1.896 3.333 -0.502 0.23
H -2.584 4.071 0.937 0.59
H -2.357 -2.117 0.350 0.26
H -3.499 -2.326 1.685 0.52
H -1.801 -2.717 1.910 0.39
H -3.746 0.231 0.496 0.26
H -3.552 1.212 1.955 0.21
H -4.384 -0.329 2.034 0.60
H -1.153 -1.110 3.685 0.25
H -2.915 -1.152 3.873 0.46
H -2.059 0.397 3.852 0.25
```



No. 4
# C33H44BrMoN3OS2Si

C33H44BrMoN3OS2Si as an isolated structure in a non-equilibrium geometry (ωB97M-V/def2-TZVPD, the Open Molecules 2025 dataset).

For the LUMO energy, the calculation gives -0.8 eV. The calculation puts the energy above the lowest of the compared OMol25 structures with the same formula, charge and spin at 8.5 kcal per mole. The electronic energy is -142902.1484 eV. Its HOMO energy is -7.8 eV. The HOMO-LUMO gap comes out at 0.2597 hartree.

```
86
Properties=species:S:1:pos:R:3:mulliken_charge:R:1
Mo 0.197 0.097 0.406 -0.51
C -1.521 3.653 2.685 -1.47
C -0.964 2.862 1.531 0.64
N -0.518 1.656 1.727 1.53
N -0.618 1.237 3.074 -0.91
C -0.980 0.012 3.196 0.25
S -1.274 -1.100 1.879 -0.30
S -1.186 -0.537 4.876 -0.14
C -3.001 -0.743 4.830 -1.41
C -3.695 0.541 4.463 0.74
C -4.182 0.728 3.172 -0.20
C -4.765 1.935 2.804 -0.68
C -4.871 2.966 3.725 -0.55
C -4.392 2.785 5.018 -0.57
C -3.807 1.582 5.382 -0.25
C -0.991 3.451 0.200 0.14
C -1.221 4.833 0.039 -1.19
C -1.361 5.397 -1.204 -0.96
C -1.313 4.581 -2.341 -0.49
C -1.072 3.235 -2.220 -0.27
C -0.867 2.659 -0.955 0.34
O -0.568 1.378 -0.907 -0.52
H -2.043 3.004 3.379 0.03
H -2.202 4.420 2.333 0.62
H -0.703 4.125 3.237 0.27
H -3.263 -1.082 5.832 0.55
H -3.254 -1.540 4.132 0.44
H -4.096 -0.076 2.448 0.43
H -5.139 2.064 1.795 0.42
H -5.329 3.906 3.442 0.43
H -4.476 3.584 5.744 0.38
H -3.418 1.452 6.387 0.38
H -1.273 5.472 0.910 0.48
H -1.523 6.462 -1.303 0.42
H -1.456 5.015 -3.323 0.44
H -1.013 2.586 -3.084 0.47
Br -0.689 -1.821 -1.069 -0.42
C 1.160 -0.157 -3.237 -1.31
Si 2.021 -0.207 -1.572 1.05
C 3.160 -1.759 -1.517 2.59
C 4.153 -1.627 -2.689 -2.02
C 2.381 -3.065 -1.729 -2.04
C 3.976 -1.932 -0.233 -1.69
C 3.045 1.440 -1.489 3.20
C 2.129 2.629 -1.172 -2.02
C 4.184 1.406 -0.463 -2.06
C 3.659 1.761 -2.864 -1.97
H 1.896 0.013 -4.028 0.40
H 0.434 0.661 -3.264 0.13
H 0.622 -1.081 -3.447 0.37
H 3.661 -1.478 -3.654 0.34
H 4.730 -2.557 -2.757 0.54
H 4.869 -0.817 -2.535 0.36
H 1.770 -3.053 -2.634 0.34
H 1.722 -3.292 -0.892 0.28
H 3.106 -3.883 -1.822 0.54
H 4.670 -1.114 -0.041 0.26
H 4.569 -2.852 -0.314 0.64
H 3.333 -2.038 0.638 0.05
H 1.599 2.533 -0.220 -0.27
H 1.380 2.775 -1.953 0.40
H 2.728 3.547 -1.115 0.64
H 3.875 1.027 0.513 0.27
H 4.575 2.422 -0.321 0.54
H 5.017 0.788 -0.809 0.45
H 2.890 1.975 -3.610 0.38
H 4.299 0.968 -3.257 0.33
H 4.278 2.663 -2.767 0.51
C 2.097 -2.724 2.628 -1.55
C 2.861 -1.474 2.968 0.66
C 3.906 -1.548 3.880 -0.97
C 4.576 -0.407 4.294 -0.96
C 4.186 0.836 3.822 -1.02
C 3.147 0.961 2.910 0.68
C 2.665 2.328 2.517 -0.83
C 2.534 -0.208 2.439 0.97
N 1.494 -0.131 1.520 0.74
H 2.776 -3.576 2.564 0.44
H 1.544 -2.642 1.697 -0.03
H 1.365 -2.932 3.413 0.36
H 4.185 -2.517 4.277 0.46
H 5.390 -0.485 5.005 0.42
H 4.681 1.733 4.176 0.47
H 3.499 3.025 2.443 0.56
H 1.970 2.702 3.274 0.38
H 2.136 2.321 1.569 -0.57
```